[1]
Entry from the Open Molecules 2025 dataset: C48H57BrF4N6O6P2W as an isolated structure at a distorted geometry (ωB97M-V with the def2-TZVPD basis set).

Geometry as XYZ:
```
125
Properties=species:S:1:pos:R:3:forces:R:3
W -0.128775 -0.808501 -0.167301 0.076 -0.054 0.314
Br -3.406687 -3.178899 -2.062336 0.161 0.074 0.166
P 1.394545 -0.287320 -2.436645 2.017 -0.820 1.047
P -0.256724 -3.394352 -0.409368 -0.251 -0.621 0.396
F -0.873737 -4.343920 2.449802 0.563 -0.121 0.699
F -5.315564 -5.583022 2.001973 1.022 0.246 -0.430
F -3.084099 -5.462473 3.509249 0.376 0.392 -1.497
F -5.354022 -4.668703 -0.476507 0.268 -0.100 0.281
O 2.199324 1.107840 -2.151515 0.205 -0.172 -1.394
O 1.715201 -1.026336 0.972161 0.799 -0.640 0.073
O 3.979096 -0.044801 0.154020 0.554 0.167 -0.195
O 0.370607 0.020733 -3.549557 -0.992 -0.072 -1.303
O 2.437027 -1.282766 -3.261723 -1.228 1.400 0.592
O -1.852504 -0.150206 -1.402048 -0.993 -2.528 -0.337
N -1.390025 3.898138 3.189674 1.033 0.413 -0.458
N -2.589633 4.020169 3.500752 -1.352 -0.966 0.524
N -0.037358 1.375553 -0.027392 -0.271 1.920 1.019
N 5.746996 1.151661 -0.663505 -0.981 1.305 0.901
N 0.167692 3.479548 0.679572 -0.513 -0.259 -0.096
N -1.081184 4.808186 2.190426 -0.163 0.054 0.831
C 4.594846 4.146506 -0.190672 0.716 0.693 0.898
C 2.750300 -4.473722 2.277187 -0.413 0.128 0.531
C -3.360263 0.356368 1.268759 0.905 0.136 0.110
C -3.118084 -3.986334 -0.384694 1.940 -0.438 1.155
C -1.133284 -0.946618 1.545891 0.372 0.596 -1.658
C -4.820955 6.402913 1.872921 -2.750 0.499 -0.207
C -0.616088 -5.781023 -4.462607 -0.146 0.268 2.618
C -4.562831 5.381690 2.734002 1.172 -0.104 0.348
C 0.387993 -0.011239 -4.997739 -1.129 2.628 0.128
C 4.530399 2.062113 1.243234 0.529 0.082 -0.246
C 0.196946 4.627401 1.561538 0.232 1.291 -0.983
C 2.655898 1.868901 -3.321291 -1.145 -1.217 -1.018
C -3.226396 4.941128 2.696684 0.557 0.279 1.020
C -0.126557 -3.762008 -3.152993 0.516 -0.380 -1.781
C -3.857495 6.988925 1.084300 0.637 0.314 -1.461
C -1.950088 0.357501 3.372157 -2.296 0.133 1.691
C -3.036827 -5.078186 2.202400 0.333 -0.028 2.132
C -5.115617 1.975067 -0.236757 -1.295 -0.170 0.012
C -5.458752 0.624250 0.060742 0.961 0.839 -0.521
C -2.550316 6.554357 1.065597 -0.223 1.316 -0.037
C -3.918243 2.493520 0.203362 1.425 0.170 1.382
C 4.725433 0.950100 0.198868 -0.613 -0.245 0.714
C -0.359854 3.542032 -0.576337 -0.381 -1.547 -0.990
C 5.535961 3.634650 -1.282975 -1.567 -0.569 0.164
C -4.188468 -4.635289 0.180572 -0.822 0.781 -0.947
C -1.855008 -3.983477 0.354040 -1.302 -0.095 -0.291
C -0.506933 2.260480 -1.002017 0.192 0.036 -0.366
C 0.934858 1.737694 2.313185 -2.401 -1.668 0.199
C -0.367562 -4.370882 -1.941521 -1.009 0.679 -1.181
C -1.917775 -4.466093 1.663871 -0.121 -0.106 -1.382
C -2.411168 -0.433570 2.170564 -0.666 -1.707 0.566
C 3.739034 3.199682 0.600384 0.069 -1.740 -2.662
C -3.078632 -1.760065 2.800141 1.428 0.016 0.074
C 0.279608 2.179765 1.032385 1.042 -1.031 -0.466
C 1.200684 -4.264730 0.409174 -0.448 0.934 0.146
C 3.509874 -5.342613 1.551294 0.309 -0.462 -1.503
C -0.211631 -4.456058 -4.416584 -0.437 0.787 0.093
C 6.412827 2.438292 -0.815528 -0.393 0.932 0.484
C -0.956520 -6.346956 -3.186521 0.239 -1.485 -2.062
C -4.524910 -0.161441 0.736396 -1.042 0.000 -0.281
C 3.217946 -2.328502 -2.664269 0.027 0.041 -1.368
C 3.204715 -5.595697 0.228942 -2.627 1.335 0.405
C 1.990354 -5.090300 -0.372940 2.204 -0.688 1.344
C -3.055670 1.685387 0.983498 -0.760 0.188 -0.451
C 1.636203 -3.916346 1.728902 -2.088 0.509 -0.309
C -4.164672 -5.125315 1.469012 -2.175 -0.849 0.188
C -2.221063 5.531204 1.918225 -0.197 -0.966 -0.495
C -0.935241 -5.652284 -2.016748 1.425 -0.017 0.758
H 3.787954 -6.239657 -0.332062 1.126 -1.201 -1.013
H -6.391742 0.142427 -0.243634 0.263 0.511 -0.028
H -2.336422 -2.344913 3.444202 -0.680 0.944 -0.968
H 0.933524 -3.347491 2.401750 1.062 -0.407 -0.927
H 3.065125 2.731724 -0.160663 -0.068 0.092 0.688
H 5.238185 4.600706 0.558776 0.147 0.600 0.078
H 0.489504 5.509538 0.903705 -0.550 -0.938 1.098
H 3.236178 1.258482 -4.032765 0.509 0.135 0.837
H 1.914586 2.042436 2.350852 2.495 0.687 -0.258
H 4.007266 1.815013 2.172833 0.336 -0.915 -0.414
H -0.492157 -0.552965 -5.347210 0.266 -0.118 0.158
H 3.945154 4.907749 -0.599778 -0.009 0.439 -0.176
H 1.812304 -5.453871 -1.376447 -0.456 0.421 0.023
H 0.154336 -2.719768 -3.209750 0.121 0.117 0.119
H -3.432459 -2.435483 2.032462 -0.037 -0.027 -0.252
H 7.203553 2.324700 -1.502338 0.872 -0.428 -0.962
H -3.606999 3.565706 0.167906 -0.691 -0.935 -0.522
H -0.966101 1.971360 -1.957386 0.612 -0.100 0.630
H 4.857675 3.373620 -2.138076 1.049 -0.223 0.407
H 1.817378 2.135904 -3.970237 -0.423 0.155 0.478
H -5.289449 5.044684 3.464358 0.142 -0.312 -0.243
H 4.260802 -2.101150 -2.924115 -0.259 -0.332 0.396
H -1.876706 7.207784 0.559139 0.785 -0.196 -0.544
H -4.106467 7.774982 0.359589 -0.109 -0.201 0.630
H -1.110545 -6.155859 -1.096166 -0.439 -0.521 0.555
H 5.555624 2.368831 1.499432 -0.490 0.252 0.333
H -2.699573 0.450792 4.186359 -0.473 -0.113 -0.805
H 3.108788 2.790966 -3.041159 0.582 0.264 0.536
H -5.868657 6.769197 1.769994 0.965 -0.194 0.276
H -5.823288 2.680263 -0.703592 0.272 -0.721 0.071
H -1.608088 1.352171 3.343203 0.815 1.043 -0.885
H -0.500147 -1.367437 2.323537 0.051 -0.254 0.389
H 2.887738 -3.257794 -3.149276 0.305 0.158 0.196
H -2.300287 0.498689 -0.877215 -0.550 1.559 0.973
H -0.702201 -6.451397 -5.302033 0.169 0.437 -0.433
H 3.046133 -2.399371 -1.615570 0.076 0.030 0.945
H -1.129728 -7.448942 -3.216092 -0.336 1.087 0.401
H -2.178056 2.119202 1.429465 0.096 0.173 0.027
H 6.085720 4.534612 -1.582513 0.427 -0.611 -0.083
H -1.298873 -0.276728 3.865356 2.050 -0.897 1.003
H 3.114485 3.708476 1.281129 -0.477 0.713 0.960
H -0.627423 4.380870 -1.172350 0.014 0.878 0.303
H 0.502357 2.125003 3.246104 -0.389 0.003 -0.567
H 5.970313 0.516599 -1.372244 -0.246 -1.412 -0.900
H -3.897887 -1.568831 3.464568 -0.567 0.571 0.237
H 2.630167 -0.587491 0.753769 -0.740 -0.276 -0.064
H -2.600718 -0.828205 -1.429917 1.265 0.461 -0.371
H 4.322282 -5.856691 1.993567 0.806 -0.264 0.385
H 6.916282 2.611860 0.130992 0.044 0.665 0.087
H -4.804106 -1.185920 0.880926 0.036 -0.437 0.295
H 2.967068 -4.323702 3.307406 0.188 0.295 0.661
H 0.252368 1.087567 -5.272281 0.140 -1.500 -0.033
H -0.052679 -3.878560 -5.350193 0.118 -0.457 0.762
H 1.887985 -1.951003 1.299846 0.008 0.970 -0.335
H 0.922406 0.620331 2.365589 -0.044 1.073 -0.058
H 1.298442 -0.353889 -5.425748 0.736 -0.572 -0.037
H 0.971923 4.463163 2.298228 -0.026 0.111 0.314
```
Forces are in eV/Å.

Lowest unoccupied orbital energy (alpha / beta) = -4.35 / -4.91 eV
Highest occupied orbital energy (alpha / beta) = -12.65 / -12.69 eV
Spin multiplicity = 3
Strongest force on any atom = 3.181 eV Å⁻¹
Gap between HOMO and LUMO (alpha / beta) = 8.30 / 7.78 eV
Net charge = +2

Results of the Mulliken charge analysis, in e, for atoms 1 through 5: 1.019 -0.056 -0.491 1.800 -0.404

=====

[2]
Entry from the Open Molecules 2025 dataset: C20H22CoN4O4S2 as an isolated structure (ωB97M-V with the def2-TZVPD basis set).

Geometry as XYZ:
```
53
Properties=species:S:1:pos:R:3:forces:R:3
Co -0.151666 1.771009 0.125306 -0.150 0.006 0.136
S 1.285034 1.045719 -1.902900 -0.032 0.036 -0.034
S -0.813236 4.061963 0.668457 0.066 -0.061 0.041
O -3.517884 0.223119 -1.197792 0.022 0.042 -0.001
O 1.919717 1.344697 -3.149838 0.007 -0.014 -0.033
O 1.844426 1.697988 -0.689782 -0.008 0.069 0.032
O -1.870670 0.877022 0.162988 -0.068 0.031 -0.129
N -0.230025 1.437669 -1.742543 0.008 -0.074 -0.071
N 0.546733 1.031206 1.949623 0.034 0.038 -0.020
N -3.218386 3.219926 1.446469 0.044 -0.042 -0.057
N -3.052661 3.890585 -0.738352 0.023 -0.073 -0.040
C 3.379695 -0.758967 1.368146 0.000 0.026 -0.033
C 2.761352 -2.695849 -1.993739 0.010 0.016 0.003
C 1.486814 -0.699825 -1.632820 0.012 -0.020 0.035
C 0.981329 -2.689330 -0.393857 -0.011 -0.005 -0.021
C 0.713853 -1.360891 -0.686117 0.018 -0.032 -0.044
C 2.265997 -1.772234 3.273831 -0.035 -0.021 0.030
C 3.223230 -2.772534 3.290751 0.007 -0.001 -0.010
C 4.325849 -1.768214 1.393750 0.010 -0.011 0.027
C 2.352387 -0.771609 2.311402 0.018 0.048 0.009
C 1.341614 0.239167 2.191031 0.025 -0.074 -0.011
C -4.426135 3.518825 -1.082557 0.041 0.034 0.042
C 2.335611 -4.796013 -0.672756 -0.015 0.021 -0.015
C -5.264066 3.444885 0.181984 -0.012 -0.009 0.001
C -4.528580 2.615746 1.220156 0.032 0.017 -0.004
C 2.502965 -1.369509 -2.301325 -0.023 -0.007 -0.001
C 2.015744 -3.369927 -1.029282 -0.006 -0.028 0.014
C -1.389923 0.688431 -2.186225 0.003 -0.004 -0.025
C -2.365383 0.575174 -1.002521 -0.019 0.051 0.180
C 4.248402 -2.770200 2.352998 -0.019 0.011 -0.005
C -2.474404 3.687571 0.444756 -0.064 0.054 0.006
H -1.153661 -0.326869 -2.521479 0.021 0.005 -0.003
H 3.078237 -0.845369 -3.052720 -0.003 0.002 0.009
H -0.099633 -0.854846 -0.177878 -0.008 0.010 0.002
H 3.167874 -3.556774 4.033545 0.000 0.003 0.001
H -2.690668 2.953265 2.260481 0.014 -0.001 0.026
H 1.497864 -5.275207 -0.167596 0.002 0.003 -0.004
H 2.582445 -5.379610 -1.559784 -0.002 0.004 0.001
H -1.902094 1.189261 -3.008704 0.010 -0.003 -0.014
H -6.224610 2.986054 -0.048817 -0.002 0.003 0.003
H -4.398364 1.589026 0.868279 -0.005 -0.022 0.006
H -4.425283 2.550372 -1.584263 0.006 -0.046 -0.028
H 3.555710 -3.218377 -2.514379 -0.001 0.004 0.004
H -5.448695 4.447236 0.574372 0.004 -0.002 -0.006
H 4.992248 -3.556292 2.370768 0.001 -0.001 -0.001
H 0.372196 -3.204791 0.339604 0.008 0.002 0.000
H 5.122487 -1.773566 0.662144 -0.001 0.002 -0.002
H 3.404476 0.024314 0.620659 0.012 -0.001 0.008
H -2.424949 4.200476 -1.462032 0.005 0.021 -0.008
H 1.453953 -1.767318 3.988579 0.011 0.002 -0.001
H -4.818367 4.272059 -1.765615 0.005 -0.008 -0.007
H 3.196563 -4.837244 -0.001754 0.005 0.006 0.009
H -5.065462 2.608599 2.167348 0.002 -0.004 0.003
```
Forces are in eV/Å.

Lowest unoccupied orbital energy (alpha / beta) = -0.11 / -0.14 eV
Highest occupied orbital energy (alpha / beta) = -8.21 / -8.11 eV
Spin multiplicity = 2
Strongest force on any atom = 0.202 eV Å⁻¹
Gap between HOMO and LUMO (alpha / beta) = 8.11 / 7.97 eV

Results of the Mulliken charge analysis, in e, for atoms 1 through 5: 0.061 1.882 -0.510 -0.723 -0.799

=====

[3]
Entry from the Open Molecules 2025 dataset: a 2-piece molecular cluster, C4H9BrN3O overall at a distorted geometry (ωB97M-V with the def2-TZVPD basis set).

Geometry as XYZ:
```
18
Properties=species:S:1:pos:R:3:forces:R:3
Br 2.484368 0.884211 -0.113027 0.350 0.024 -0.420
O -1.509166 -0.506168 0.128594 -0.666 0.607 -0.069
N 1.391369 -1.624675 1.298209 0.414 1.555 -0.963
N 0.251388 -2.497150 -0.519507 -1.125 -1.172 4.910
N -0.531723 1.640929 -0.175650 0.464 1.721 0.474
C 1.209638 -0.358543 -0.735838 -1.068 -0.263 2.257
C -1.661595 2.566519 -0.021097 -0.738 1.003 1.529
C -0.779544 0.372951 -0.104524 3.253 -0.625 -0.627
C 1.045037 -1.559695 0.020993 -0.312 1.929 -0.666
H 1.132036 -2.444776 1.693210 -0.617 -2.865 2.039
H 1.850379 -0.927814 1.889056 -0.267 -0.200 -0.941
H 0.088769 -2.672234 -1.442988 -0.082 0.162 -2.913
H 0.436443 2.118229 -0.310871 -1.971 -1.934 0.220
H 1.049873 -0.518569 -1.752512 0.162 0.374 -1.772
H -0.509899 -2.915329 0.100092 1.754 0.609 -1.060
H -1.736398 3.103092 -0.934021 -0.267 0.567 -0.768
H -1.632679 3.332109 0.833645 0.678 -1.348 -1.069
H -2.578291 2.006906 0.146229 0.039 -0.143 -0.161
```
Forces are in eV/Å.

Lowest unoccupied orbital energy = -3.59 eV
Highest occupied orbital energy = -12.96 eV
Strongest force on any atom = 5.172 eV Å⁻¹
Gap between HOMO and LUMO = 9.36 eV
Net charge = +1

Results of the Mulliken charge analysis, in e, for atoms 1 through 5: -0.167 -0.379 -0.357 -0.406 -0.100

=====

Energy relative to the best compared isomer or geometry (same formula, charge and spin) for every record listed, in sequence, given in eV: 2.100; 0.000; 0.256.